1.
ORCA calculation (ωB97M-V/def2-TZVPD) on a molecular structure, C33H25GaI2N6O2.

Calculated values
Calculated total energy in Ha: -4271.4067

Structure (ORCA input):
```
! wB97M-V def2-TZVPD RIJCOSX def2/J DEFGRID3
* xyz 2 1
I -4.68 4.36 -7.62
I -1.25 5.27 -2.78
Ga -0.77 0.63 -2.43
O 2.25 -3.08 9.44
O -1.72 2.14 -2.62
N 0.19 -2.22 3.41
N 0.19 1.29 -0.78
N 0.82 0.60 -3.69
N -1.69 -0.28 -4.13
N -1.17 -0.95 -1.18
N 1.29 -0.31 3.70
C 0.73 2.49 -0.61
C 2.73 1.05 -5.63
C 3.03 -2.27 10.30
C 1.37 2.84 0.58
C 0.94 -1.45 4.27
C 1.20 -3.48 7.41
C -0.86 -0.08 -5.33
C 3.04 1.22 -4.28
C 0.86 -3.11 6.13
C 1.46 0.63 -5.98
C -2.35 2.61 -3.71
C 1.28 -1.88 5.61
C 2.40 -1.40 7.70
C -2.06 -3.03 -0.46
C 2.06 0.99 -3.35
C -1.41 -2.93 0.74
C -2.99 4.47 -5.12
C -2.32 3.97 -4.01
C -3.69 3.61 -5.95
C 1.97 -2.63 8.21
C 0.06 -1.51 2.23
C -3.71 2.25 -5.68
C 0.75 -0.34 2.46
C 1.42 1.93 1.61
C 0.19 0.40 0.23
C -1.92 -2.02 -1.40
C 0.52 0.41 -4.99
C -3.08 0.28 -4.26
C -0.63 -1.79 1.02
C -3.05 1.75 -4.57
C 0.81 0.67 1.45
C -0.54 -0.82 0.01
C 2.05 -1.04 6.41
H -1.34 0.65 -5.99
H 0.88 -4.43 7.82
H -4.25 1.58 -6.33
H 1.91 2.16 2.55
H -2.96 5.53 -5.33
H -0.20 -3.12 3.62
H 4.02 -2.09 9.88
H 3.47 1.23 -6.39
H 3.13 -2.82 11.23
H -2.46 -2.07 -2.34
H -3.62 -0.25 -5.04
H -0.77 -1.01 -5.89
H 2.53 -1.32 10.50
H 1.19 0.48 -7.02
H -2.69 -3.88 -0.69
H 0.26 -3.79 5.55
H -1.79 -1.28 -3.99
H 1.80 3.83 0.68
H 2.26 1.11 -2.29
H 2.38 -0.09 6.02
H -1.52 -3.71 1.48
H -3.59 0.10 -3.31
H 2.99 -0.73 8.30
H 4.03 1.53 -3.96
H 0.64 3.19 -1.44
*
```

Listed below, in e, are the Löwdin charges computed for each atom:
1. I 0.940
2. I 1.005
3. Ga 0.503
4. O -0.053
5. O -0.112
6. N 0.195
7. N 0.066
8. N 0.079
9. N -0.053
10. N 0.086
11. N 0.201
12. C -0.074
13. C 0.011
14. C -0.048
15. C 0.015
16. C -0.222
17. C 0.020
18. C -0.077
19. C -0.004
20. C -0.022
21. C 0.026
22. C -0.373
23. C -0.166
24. C 0.010
25. C 0.001
26. C -0.062
27. C 0.057
28. C -0.200
29. C -0.622
30. C -0.732
31. C -0.271
32. C -0.116
33. C -0.106
34. C -0.167
35. C 0.070
36. C -0.115
37. C -0.066
38. C -0.200
39. C -0.095
40. C -0.042
41. C -0.182
42. C -0.042
43. C -0.102
44. C -0.006
45. H 0.145
46. H 0.130
47. H 0.109
48. H 0.139
49. H 0.091
50. H 0.155
51. H 0.100
52. H 0.134
53. H 0.099
54. H 0.114
55. H 0.139
56. H 0.152
57. H 0.100
58. H 0.140
59. H 0.130
60. H 0.107
61. H 0.111
62. H 0.129
63. H 0.116
64. H 0.117
65. H 0.135
66. H 0.136
67. H 0.111
68. H 0.129
69. H 0.075

2.
ORCA calculation (ωB97M-V/def2-TZVPD) on a molecular structure, C33H25IN6O3OsS2.

Calculated values
Relative energy (zero: lowest compared OMol25 entry of this formula, charge and spin) in eV: 0.803
Calculated total energy in Ha: -3010.8803
<S²>: 6.041

Structure (ORCA input):
```
! wB97M-V def2-TZVPD RIJCOSX def2/J DEFGRID3
* xyz 2 5
Os 0.95 0.53 -0.05
I 1.12 6.18 -2.01
S -1.05 0.21 -1.80
S -2.87 -2.01 -2.17
O 0.92 0.90 1.90
O 6.64 0.35 -4.14
O 7.27 -1.63 -3.59
N 0.15 2.49 -0.07
N -0.90 -0.93 0.92
N 6.50 -0.71 -3.57
N 2.00 0.57 -1.92
N 2.29 -1.08 0.15
N -1.83 -1.48 0.16
C 0.21 4.75 -0.83
C -5.06 -0.16 -0.08
C -0.94 2.77 0.66
C 0.88 -1.33 5.37
C -6.87 1.13 -1.00
C 1.82 -0.31 5.15
C -6.24 -0.96 -2.01
C -1.49 4.03 0.69
C 0.89 0.14 2.98
C -0.93 5.04 -0.08
C 2.63 1.35 -4.08
C -0.09 -0.86 3.19
C 5.51 -1.65 -1.59
C 1.82 0.41 3.99
C 4.47 -1.78 -0.61
C 2.36 -1.97 1.12
C 0.73 3.47 -0.79
C -1.87 -1.08 -1.12
C 3.47 -2.79 1.32
C 1.73 1.27 -3.01
C 3.18 -0.12 -1.85
C -5.88 0.96 -0.04
C 4.15 -0.04 -2.85
C 5.35 -0.82 -2.63
C -2.39 -1.81 2.68
C -5.24 -1.13 -1.06
C -0.07 -1.57 4.42
C 4.54 -2.68 0.47
C -7.05 0.17 -1.98
C -4.35 -2.34 -1.13
C 3.33 -1.00 -0.73
C -1.11 -1.18 2.23
C 3.84 0.72 -4.00
H -6.39 -1.71 -2.78
H 1.50 -2.05 1.77
H 2.54 1.20 3.81
H 5.42 -3.29 0.60
H -2.52 -1.72 3.75
H -4.83 -3.17 -1.63
H -2.37 4.22 1.29
H -7.83 0.29 -2.72
H 0.78 1.78 -3.05
H 3.47 -3.49 2.14
H 1.63 3.23 -1.32
H -0.80 -2.36 4.59
H 2.56 -0.10 5.91
H -5.75 1.70 0.74
H -2.42 -2.86 2.39
H -3.99 -2.67 -0.15
H -1.35 6.03 -0.08
H 2.36 1.92 -4.96
H -7.50 2.01 -0.98
H -3.23 -1.33 2.18
H -4.29 -0.30 0.67
H 0.89 -1.91 6.28
H 4.56 0.81 -4.80
H -1.35 1.95 1.23
H 6.42 -2.22 -1.50
*
```

Listed below, in e, are the Löwdin charges computed for each atom:
1. Os 1.484
2. I 0.995
3. S 0.704
4. S 1.016
5. O -0.271
6. O 0.110
7. O 0.132
8. N -0.158
9. N -0.020
10. N -0.334
11. N -0.087
12. N -0.042
13. N -0.040
14. C -0.711
15. C -0.054
16. C -0.118
17. C -0.046
18. C -0.067
19. C -0.021
20. C -0.035
21. C -0.006
22. C -0.338
23. C -0.079
24. C 0.019
25. C -0.130
26. C 0.098
27. C 0.008
28. C -0.100
29. C -0.052
30. C -0.202
31. C -1.106
32. C 0.015
33. C -0.133
34. C -0.128
35. C -0.071
36. C -0.037
37. C -0.044
38. C 0.003
39. C -0.303
40. C -0.014
41. C 0.059
42. C -0.055
43. C -0.360
44. C -0.132
45. C -0.199
46. C 0.067
47. H 0.122
48. H 0.108
49. H 0.129
50. H 0.143
51. H 0.087
52. H 0.089
53. H 0.127
54. H 0.115
55. H 0.089
56. H 0.131
57. H 0.085
58. H 0.118
59. H 0.124
60. H 0.105
61. H 0.114
62. H 0.074
63. H 0.118
64. H 0.133
65. H 0.112
66. H 0.070
67. H 0.081
68. H 0.120
69. H 0.127
70. H 0.111
71. H 0.148

3.
ORCA calculation (ωB97M-V/def2-TZVPD) on a molecular structure, C33H25N5O2PSbSe4Tc.

Calculated values
Relative energy (zero: lowest compared OMol25 entry of this formula, charge and spin) in eV: 0.166
Calculated total energy in Ha: -11965.0574
<S²>: 3.773

Structure (ORCA input):
```
! wB97M-V def2-TZVPD RIJCOSX def2/J DEFGRID3
* xyz 0 4
Sb 3.89 -3.55 -1.41
Tc 0.93 -1.14 0.15
Se 1.80 -3.33 0.13
Se 3.16 -5.17 -3.01
Se 4.89 -1.48 -2.13
Se 5.53 -4.23 0.33
P 0.19 1.18 0.12
O -5.90 -2.05 0.13
O -5.52 -1.40 -2.04
N -0.99 -1.68 -0.21
N 2.71 -0.08 0.97
N 1.29 1.77 1.29
N 0.18 -1.38 2.11
N 0.82 -1.16 -2.01
C 0.47 -1.46 -4.72
C -1.15 -1.67 2.15
C 4.72 1.22 2.40
C -4.05 1.51 1.86
C 0.28 4.57 -3.00
C -3.85 1.47 0.48
C -0.14 4.82 -1.70
C 0.67 3.30 -3.38
C -2.97 1.50 2.72
C -0.38 -1.53 -2.50
C -1.83 -1.75 0.83
C -0.59 -1.68 -3.85
C 1.83 -0.92 -2.85
C -2.55 1.44 -0.02
C 1.70 -1.09 -4.22
C -1.07 -1.89 4.53
C -0.18 3.78 -0.78
C 4.92 -0.06 1.91
C -1.67 1.46 2.23
C 0.21 2.49 -1.15
C -3.69 -1.87 -0.65
C 3.90 -0.67 1.22
C -2.80 -1.82 -1.72
C 0.64 2.26 -2.45
C 0.29 -1.63 4.48
C -1.79 -1.92 3.35
C -1.45 -1.72 -1.48
C 0.88 -1.38 3.25
C 2.53 1.17 1.46
C -5.21 -1.77 -0.88
C 3.52 1.84 2.18
C -1.45 1.44 0.85
C -3.19 -1.86 0.64
H 4.00 -1.69 0.89
H -3.14 1.53 3.80
H -3.90 -1.89 1.45
H 3.31 2.84 2.55
H 0.96 1.28 -2.76
H 0.90 -1.62 5.37
H -4.69 1.45 -0.20
H 2.56 -0.93 -4.85
H 0.29 5.38 -3.72
H -0.54 3.97 0.23
H 0.33 -1.59 -5.79
H -2.85 -2.15 3.35
H -1.56 -1.98 -4.21
H 5.85 -0.60 2.04
H 5.49 1.72 2.97
H -0.45 5.81 -1.40
H -5.07 1.54 2.25
H 1.28 2.75 1.52
H -1.56 -2.09 5.48
H 1.93 -1.18 3.17
H 2.77 -0.61 -2.41
H -3.22 -1.80 -2.72
H -2.40 1.41 -1.09
H -0.83 1.43 2.91
H 1.01 3.11 -4.39
*
```

Listed below, in e, are the Löwdin charges computed for each atom:
1. Sb -0.290
2. Tc 0.909
3. Se 0.151
4. Se -0.147
5. Se 0.016
6. Se 0.102
7. P 0.999
8. O -0.031
9. O -0.033
10. N -0.057
11. N -0.038
12. N -0.093
13. N -0.057
14. N -0.075
15. C -0.019
16. C -0.199
17. C -0.046
18. C -0.056
19. C -0.069
20. C -0.049
21. C -0.067
22. C -0.061
23. C -0.073
24. C -0.196
25. C -0.188
26. C 0.020
27. C -0.239
28. C -0.088
29. C -0.035
30. C -0.033
31. C -0.093
32. C -0.046
33. C -0.105
34. C -0.329
35. C -0.074
36. C -0.191
37. C 0.075
38. C -0.068
39. C -0.034
40. C 0.010
41. C -0.176
42. C -0.105
43. C -0.368
44. C -0.675
45. C -0.016
46. C -0.366
47. C 0.060
48. H -0.024
49. H 0.108
50. H 0.127
51. H 0.117
52. H 0.071
53. H 0.116
54. H 0.124
55. H 0.121
56. H 0.110
57. H 0.108
58. H 0.121
59. H 0.127
60. H 0.124
61. H 0.117
62. H 0.118
63. H 0.109
64. H 0.115
65. H 0.107
66. H 0.119
67. H 0.108
68. H -0.053
69. H 0.128
70. H 0.117
71. H 0.099
72. H 0.111

Q: Which formula does entry 2 have?
A: C33H25IN6O3OsS2